# C17H15ClO3Pb

A molecular structure, C17H15ClO3Pb in a non-equilibrium geometry (ωB97M-V with the def2-TZVPD basis set, the Open Molecules 2025 dataset).

Output
Spin multiplicity: 1
Total charge: 0
LUMO (alpha / beta), eV: -2.902 / -2.061
Strongest force on any atom, Eh/bohr: 0.0638
E_HOMO (alpha / beta), Ha: -0.2986 / -0.2987

Last column: Löwdin charge in e.
Cartesian coordinates (Å):
C: 0.78 -2.81 -2.56  -0.251
C: -0.58 -3.18 -2.78  -0.161
C: -1.10 -3.67 -1.56  -0.086
H: -1.11 -3.12 -3.73  0.100
C: -0.08 -3.56 -0.57  -0.042
C: 1.07 -3.00 -1.17  -0.146
H: 2.00 -2.75 -0.68  0.105
H: 1.50 -2.47 -3.31  0.094
H: -2.10 -4.06 -1.40  0.100
H: -0.16 -3.89 0.47  0.117
Pb: 0.18 -0.03 -2.36  1.202
Cl: -0.09 2.00 -3.73  -0.216
C: -3.27 0.57 0.08  -0.086
C: -3.27 -0.50 1.03  -0.057
C: -3.67 -1.69 0.36  -0.122
H: -2.96 -0.41 2.07  0.110
C: -3.97 -1.36 -0.99  -0.082
C: -3.71 0.03 -1.17  -0.115
H: -3.81 0.58 -2.10  0.092
H: -2.98 1.60 0.26  0.103
H: -3.76 -2.67 0.81  0.088
H: -4.32 -2.04 -1.76  0.103
O: 0.56 1.78 2.99  0.048
C: 1.66 2.33 2.45  -0.266
C: 2.28 3.44 3.06  -0.010
C: 3.43 3.96 2.48  -0.084
C: 3.99 3.38 1.33  -0.094
C: 3.37 2.29 0.73  -0.030
C: 2.18 1.80 1.24  -0.086
C: 1.30 0.91 0.44  -0.561
O: 1.57 0.94 -0.82  -0.264
O: 0.36 0.25 0.97  -0.013
H: 0.33 1.01 2.35  0.078
H: 1.82 3.90 3.94  0.117
H: 3.91 4.83 2.94  0.105
H: 4.87 3.81 0.87  0.096
H: 3.79 1.81 -0.16  0.117

***

# C41H38F6N3O

2 unconnected molecules or ions with the total composition C41H38F6N3O in a non-equilibrium geometry (ωB97M-V with the def2-TZVPD basis set, the Open Molecules 2025 dataset).

Output
Spin multiplicity: 1
Total charge: +1
Relative energy (zero: lowest compared OMol25 entry of this formula, charge and spin), kcal/mol: 2.2
LUMO, eV: -4.516
Strongest force on any atom, Eh/bohr: 0.0403
E_HOMO, Ha: -0.3461

Last column: Löwdin charge in e.
Cartesian coordinates (Å):
C: -4.40 -0.48 -4.38  -0.095
C: -4.02 0.83 -4.02  -0.099
C: -2.68 1.11 -3.77  -0.065
C: -1.69 0.11 -3.87  -0.270
C: -0.30 0.43 -3.61  -0.076
C: 0.75 -0.31 -4.08  -0.094
N: 2.05 0.09 -4.06  -0.124
C: 2.96 -0.60 -4.99  -0.131
C: 4.41 -0.39 -4.59  -0.181
O: 4.68 0.98 -4.29  -0.129
C: 3.86 1.53 -3.26  -0.175
C: 2.37 1.42 -3.58  -0.136
C: -2.09 -1.19 -4.27  -0.053
C: -3.43 -1.48 -4.51  -0.084
H: -5.46 -0.70 -4.55  0.101
H: -4.77 1.62 -3.93  0.105
H: -2.36 2.13 -3.51  0.116
H: -0.12 1.39 -3.12  0.095
H: 0.58 -1.27 -4.56  0.120
H: 2.71 -1.67 -4.96  0.125
H: 2.82 -0.23 -6.03  0.136
H: 4.64 -1.04 -3.72  0.127
H: 5.07 -0.62 -5.43  0.133
H: 4.04 1.03 -2.29  0.112
H: 4.16 2.58 -3.20  0.134
H: 2.10 2.21 -4.31  0.144
H: 1.81 1.62 -2.66  0.115
H: -1.33 -1.96 -4.41  0.101
H: -3.72 -2.49 -4.79  0.107
F: 6.73 1.54 1.10  0.145
C: 6.06 0.36 1.03  -0.530
F: 5.20 0.43 -0.04  0.106
F: 6.97 -0.62 0.72  0.115
C: 5.29 0.00 2.27  -0.004
N: 4.48 -1.20 1.96  -0.038
C: 4.94 -2.43 2.48  -0.251
C: 4.60 -2.81 3.79  -0.008
C: 5.18 -3.95 4.35  -0.069
C: 6.11 -4.70 3.62  -0.068
C: 6.45 -4.32 2.31  -0.061
C: 5.85 -3.20 1.74  -0.020
C: 3.24 -1.07 1.39  -0.190
C: 2.78 -2.08 0.50  0.028
C: 1.58 -1.92 -0.15  0.013
C: 0.71 -0.83 0.17  -0.207
C: -0.59 -0.79 -0.41  0.097
C: -1.73 -0.21 0.19  -0.186
C: -2.89 0.04 -0.61  0.025
C: -3.97 0.72 -0.12  0.023
C: -4.03 1.06 1.25  -0.176
N: -5.07 1.80 1.74  -0.026
C: -5.76 2.80 0.91  0.000
C: -4.98 4.08 0.93  -0.529
F: -5.34 4.97 -0.03  0.140
F: -5.11 4.70 2.15  0.112
F: -3.64 3.83 0.76  0.119
C: -5.54 1.63 3.07  -0.254
C: -5.01 2.43 4.08  -0.026
C: -5.44 2.26 5.40  -0.059
C: -6.40 1.28 5.69  -0.067
C: -6.96 0.51 4.66  -0.066
C: -6.56 0.70 3.34  -0.002
C: -2.99 0.64 2.11  0.033
C: -1.85 0.07 1.59  0.008
C: 1.18 0.15 1.09  -0.004
C: 2.42 0.04 1.67  0.013
H: 6.01 -0.27 3.04  0.159
H: 4.66 0.85 2.53  0.127
H: 3.89 -2.18 4.34  0.123
H: 4.90 -4.24 5.36  0.111
H: 6.57 -5.58 4.06  0.111
H: 7.18 -4.89 1.74  0.113
H: 6.08 -2.88 0.72  0.117
H: 3.41 -2.95 0.32  0.125
H: 1.24 -2.66 -0.87  0.128
H: -0.73 -1.31 -1.35  0.126
H: -2.89 -0.32 -1.63  0.101
H: -4.82 0.97 -0.76  0.115
H: -5.83 2.47 -0.13  0.129
H: -6.73 3.00 1.36  0.159
H: -4.25 3.17 3.82  0.120
H: -5.01 2.88 6.18  0.113
H: -6.71 1.12 6.72  0.111
H: -7.71 -0.26 4.89  0.112
H: -6.98 0.14 2.51  0.124
H: -3.08 0.81 3.19  0.124
H: -1.04 -0.20 2.26  0.120
H: 0.54 0.99 1.36  0.122
H: 2.77 0.79 2.39  0.117

***

# C16H25N5O2

2 unconnected molecules or ions with the total composition C16H25N5O2 in a non-equilibrium geometry (ωB97M-V with the def2-TZVPD basis set, the Open Molecules 2025 dataset).

Output
Spin multiplicity: 1
Total charge: 0
Relative energy (zero: lowest compared OMol25 entry of this formula, charge and spin), kcal/mol: 110.7
LUMO, eV: -1.157
Strongest force on any atom, Eh/bohr: 0.0746
E_HOMO, Ha: -0.2866

Last column: Löwdin charge in e.
Cartesian coordinates (Å):
C: 1.44 1.73 -2.14  -0.035
C: 1.16 0.52 -1.32  -0.300
C: 2.15 -0.39 -0.97  0.058
C: 1.81 -1.62 -0.27  -0.425
O: 0.81 -1.76 0.47  0.007
N: 2.64 -2.72 -0.40  -0.160
C: 2.32 -3.96 0.27  -0.055
C: 3.84 -2.79 -1.22  -0.067
N: -0.08 0.26 -0.83  0.104
N: -1.10 0.72 -1.43  0.128
C: -2.21 0.88 -0.53  -0.472
O: -2.15 0.93 0.69  0.076
N: -3.32 1.03 -1.33  0.119
C: -4.64 1.19 -0.93  -0.227
C: -5.65 1.09 -1.91  -0.036
C: -6.99 1.20 -1.55  -0.095
C: -7.35 1.44 -0.22  -0.100
C: -6.34 1.56 0.76  -0.079
C: -4.99 1.44 0.41  -0.011
H: 2.36 1.62 -2.72  0.083
H: 0.61 1.91 -2.83  0.074
H: 1.55 2.62 -1.51  0.085
H: 3.16 -0.20 -1.32  0.106
H: 1.36 -3.85 0.77  0.086
H: 2.28 -4.78 -0.47  0.090
H: 3.10 -4.22 1.00  0.093
H: 3.94 -1.89 -1.84  0.072
H: 4.74 -2.89 -0.59  0.093
H: 3.80 -3.67 -1.87  0.091
H: -3.10 0.89 -2.31  0.138
H: -5.35 0.91 -2.95  0.108
H: -7.75 1.09 -2.33  0.101
H: -8.40 1.54 0.06  0.098
H: -6.61 1.76 1.80  0.104
H: -4.21 1.53 1.16  0.099
C: 1.52 0.37 2.62  -0.100
N: 2.76 0.39 1.88  -0.356
C: 3.25 1.71 1.55  -0.115
C: 3.78 -0.52 2.32  -0.108
H: 1.16 -0.67 2.65  0.077
H: 1.63 0.75 3.65  0.085
H: 0.78 0.98 2.09  0.082
H: 4.07 1.60 0.83  0.078
H: 2.43 2.29 1.09  0.077
H: 3.62 2.26 2.43  0.084
H: 4.58 -0.52 1.57  0.079
H: 4.22 -0.23 3.29  0.084
H: 3.34 -1.52 2.41  0.082

***

# CH7N4O

A gas-phase ion, CH7N4O (charge +1) in a non-equilibrium geometry (ωB97M-V with the def2-TZVPD basis set, the Open Molecules 2025 dataset).

Output
Spin multiplicity: 1
Total charge: +1
Relative energy (zero: lowest compared OMol25 entry of this formula, charge and spin), kcal/mol: 57.0
LUMO, eV: -3.749
Strongest force on any atom, Eh/bohr: 0.1144
E_HOMO, Ha: -0.4932

Last column: Löwdin charge in e.
Cartesian coordinates (Å):
N: -0.77 -1.54 -0.72  0.165
C: -0.20 -0.44 -0.19  -0.288
N: -1.03 0.23 0.90  -0.036
N: -0.79 1.56 1.32  0.031
N: 1.09 -0.14 -0.62  0.005
O: 1.86 -1.23 -1.02  0.001
H: -1.75 -1.64 -0.44  0.132
H: -0.25 -2.07 -1.52  0.180
H: 0.07 1.69 1.81  0.129
H: -1.64 1.67 1.92  0.181
H: -0.77 2.45 0.60  0.237
H: 1.79 0.52 -0.28  0.159
H: 2.40 -1.06 -1.77  0.104

***

# NO3P

A molecular structure, NO3P in a non-equilibrium geometry (ωB97M-V with the def2-TZVPD basis set, the Open Molecules 2025 dataset).

Output
Spin multiplicity: 1
Total charge: 0
Relative energy (zero: lowest compared OMol25 entry of this formula, charge and spin), kcal/mol: 33.7
LUMO (alpha / beta), eV: -1.563 / -1.563
Strongest force on any atom, Eh/bohr: 0.0762
E_HOMO (alpha / beta), Ha: -0.3493 / -0.3493

Last column: Löwdin charge in e.
Cartesian coordinates (Å):
N: -0.88 0.09 -0.12  -0.489
O: -1.88 0.73 0.00  0.031
O: -0.69 -1.12 -0.06  -0.131
O: 2.09 0.16 0.71  -0.458
P: 1.36 0.14 -0.52  1.047

***

# C17H19NO

2 unconnected molecules or ions with the total composition C17H19NO in a non-equilibrium geometry (ωB97M-V with the def2-TZVPD basis set, the Open Molecules 2025 dataset).

Output
Spin multiplicity: 2
Total charge: +1
<S²>: 0.77
Relative energy (zero: lowest compared OMol25 entry of this formula, charge and spin), kcal/mol: 53.7
LUMO (alpha / beta), eV: -3.623 / -7.132
Strongest force on any atom, Eh/bohr: 0.0946
E_HOMO (alpha / beta), Ha: -0.4002 / -0.3962

Last column: Löwdin charge in e.
Cartesian coordinates (Å):
C: -0.82 0.75 1.65  -0.228
C: -1.32 1.11 3.02  -0.077
C: -0.01 -0.53 1.72  -0.248
C: -0.44 -1.67 0.99  -0.028
C: 1.01 -0.64 2.64  -0.028
C: 0.39 -2.80 0.92  -0.013
C: 1.93 -1.71 2.53  0.024
C: 1.59 -2.65 1.61  -0.331
O: 2.42 -3.75 1.51  0.036
H: -1.61 0.57 0.91  0.088
H: -0.14 1.55 1.28  0.115
H: -0.86 0.32 3.64  0.086
H: -1.47 -1.76 0.75  0.103
H: 1.11 0.06 3.39  0.096
H: 0.06 -3.69 0.37  0.123
H: 2.86 -1.67 3.11  0.136
H: 1.99 -4.39 0.92  0.098
H: -2.30 0.73 3.10  0.071
H: -1.32 2.17 3.13  0.073
C: -2.38 2.50 -1.51  0.003
C: -0.98 2.12 -1.61  -0.203
C: 0.12 2.89 -1.35  0.067
C: -0.42 0.88 -1.94  -0.115
C: 1.06 0.96 -1.94  -0.143
C: -1.06 -0.30 -2.34  0.064
C: 1.93 -0.10 -2.37  0.083
C: -0.15 -1.30 -2.70  -0.075
C: 1.21 -1.28 -2.65  -0.036
N: 1.36 2.26 -1.66  0.149
H: -2.66 2.30 -0.42  0.129
H: -3.16 1.90 -2.06  0.120
H: 0.20 3.88 -0.99  0.136
H: 2.23 2.66 -1.40  0.164
H: -2.13 -0.40 -2.46  0.132
H: 2.95 0.04 -2.32  0.100
H: -0.53 -2.30 -2.91  0.121
H: 1.75 -2.20 -2.77  0.126
H: -2.41 3.52 -1.81  0.082

***

- Among the records above, which one has the highest strongest force on any atom?
  CH7N4O